Formula: C6H10O
Source: the OMol25 dataset
Level of theory: ωB97M-V with the def2-TZVPD basis set

Values from the calculation:
lowest unoccupied orbital energy	0.0420	Ha
charge	0
SMILES	C[C@H]1O[C@H]2CC[C@H]21
molecular weight	98.14	g mol⁻¹
HOMO	-9.33	eV
frontier orbital gap	10.47	eV
ΔE to the lowest compared entry with this formula, charge and spin	1.5312	eV

Geometry as XYZ:
```
17
Properties=species:S:1:pos:R:3:lowdin_charge:R:1
O -0.508 1.390 -0.451 -0.075
C 1.475 0.573 0.860 -0.098
C -0.979 0.055 -0.795 -0.291
C 1.103 -0.895 0.506 -0.126
C -2.077 -0.320 0.210 -0.034
C 0.875 1.020 -0.496 -0.268
C 0.506 -0.436 -0.840 -0.163
H -1.713 -0.656 1.185 0.068
H -2.832 -1.035 -0.143 0.076
H 0.378 -1.376 1.166 0.093
H 0.983 1.017 1.730 0.111
H 2.557 0.730 0.966 0.105
H 1.475 1.711 -1.103 0.144
H 0.835 -0.898 -1.774 0.134
H -2.603 0.629 0.374 0.084
H 1.973 -1.549 0.401 0.104
H -1.448 0.040 -1.794 0.137
```